1.
17
Properties=species:S:1:pos:R:3 method="wB97M-V/def2-TZVPD" charge=-1 multiplicity=1
S 0.243 1.953 -1.757
S -3.049 0.916 -1.494
S -1.556 -1.810 -1.598
S 1.685 -0.167 -0.570
O -1.986 -1.753 1.233
O -3.010 0.250 1.397
C -2.421 -0.586 -0.690
C -2.429 -0.688 0.617
C 0.770 1.177 -0.379
C 0.612 1.599 1.057
H -1.868 1.424 -1.524
H -1.188 -2.026 0.711
H -0.050 2.432 1.064
H 1.479 1.968 1.534
H -0.382 -1.269 -1.569
H -3.008 1.080 0.957
H 0.276 0.668 1.559

2.
14
Properties=species:S:1:pos:R:3 method="wB97M-V/def2-TZVPD" multiplicity=1
Tl -0.114 1.470 -0.990
O -2.003 0.506 0.482
O 1.529 0.714 0.123
C 1.719 -0.471 0.533
C -0.550 -1.259 -0.319
C 0.678 -1.540 0.392
C -1.789 -0.938 0.447
H -2.676 -1.390 -0.026
H 1.025 -1.313 1.649
H 2.759 -0.867 0.505
H 1.183 -2.476 0.101
H -1.715 -1.271 1.500
H -0.710 -1.847 -1.230
H -2.159 0.779 1.390

3.
13
Properties=species:S:1:pos:R:3 method="wB97M-V/def2-TZVPD" multiplicity=1 smiles="C=C=CC.O=P"
P -1.301 -1.000 3.019
O -2.166 0.142 3.392
C 0.406 0.871 -0.172
C 0.534 2.164 -0.082
C 0.495 -0.442 -0.383
C 0.426 -1.097 -1.754
H -0.121 -0.505 -2.426
H 0.604 -1.015 0.498
H 1.614 2.562 0.118
H -0.903 -1.465 4.414
H 1.441 -1.283 -1.944
H -0.361 2.963 -0.046
H -0.141 -1.972 -1.622

How do the records compare in lowest unoccupied orbital energy? In the order shown, they have 0.1133; 0.0105; -0.0382 Ha.
How do the records compare in HOMO? In the order shown, they have -3.569; -6.524; -9.143 eV.
How do the records compare in maximum force? In the order shown, they have 2.92; 4.87; 3.03 eV/A.